{"formula": "C13H16OSi", "method": "the ωB97M-V functional and the def2-TZVPD basis", "symbols": ["C", "C", "Si", "C", "C", "C", "C", "O", "C", "C", "C", "C", "C", "C", "C", "H", "H", "H", "H", "H", "H", "H", "H", "H", "H", "H", "H", "H", "H", "H", "H"], "xyz": [[1.61357, 4.04767, -0.11101], [0.71931, 3.17676, 0.38376], [0.67136, 1.30455, 0.05988], [2.07532, 0.14750, 0.59884], [2.92635, -0.86934, 0.59740], [3.94093, -1.76252, 1.56804], [3.16226, -1.65633, -0.83914], [2.49141, -1.07384, -1.88656], [-1.06530, 0.56903, 0.12275], [-2.20812, 1.36400, 0.24303], [-3.47890, 0.78723, 0.13133], [-3.55889, -0.60629, -0.22713], [-4.90524, -1.20975, -0.48553], [-2.41136, -1.35918, -0.45889], [-1.19551, -0.76393, -0.30903], [1.42143, 5.14319, 0.18272], [2.49001, 3.84330, -0.66609], [-0.00509, 3.60420, 0.98830], [3.87367, -2.71940, 1.11867], [3.67692, -1.70030, 2.68336], [4.91997, -1.39924, 1.48342], [2.85820, -2.76069, -0.77947], [4.25842, -1.80345, -0.96415], [2.74760, -0.14273, -1.94942], [-2.13328, 2.33257, 0.76935], [-4.42513, 1.31469, 0.26146], [-4.83144, -2.12575, 0.21252], [-5.56722, -0.50765, -0.09228], [-5.28660, -1.46522, -1.51478], [-2.48307, -2.40043, -0.60632], [-0.29157, -1.30868, -0.51504]], "total_charge": 0, "homo_ev": [-7.1, -7.1], "energy_ha": -869.49764, "e_lumo_ev": [-0.186, -0.186], "max_force_ev_per_a": 4.66, "homo_lumo_gap_ha": [0.2555, 0.2555], "smiles": "C=C[Si](=C=C(C)CO)c1ccc(C)cc1", "relative_energy_kcal_mol": 95.4}